Record 1
A molecular structure, C21H27BCaClN3O16SV in a non-equilibrium geometry. Source: OMol25; level of theory: ωB97M-V with the def2-TZVPD basis set.

2S+1: 1
LUMO in eV: -8.880
Charge: +1
Highest occupied orbital energy in eV: -9.7903
Frontier orbital gap in eV: 0.91
Calculated total energy in Eh: -4688.9616

XYZ file:
```
72
Properties=species:S:1:pos:R:3:lowdin_charge:R:1
H -1.85376 2.44722 -3.59856 0.037
H 3.54030 -6.07005 0.81863 0.061
V -4.90250 0.72494 4.92272 0.973
O -6.49873 0.63172 4.51459 -0.425
H 4.43637 -4.52493 0.91658 0.024
C -7.96956 2.67820 -2.26201 -0.378
H -2.36548 3.80588 -6.02123 0.115
C 3.24899 -0.31536 -0.48472 -0.062
C -5.18880 0.92741 0.68166 -0.396
H 1.77131 -0.65061 4.86348 0.111
O -3.27986 0.43697 5.13400 -0.492
O 5.32561 -4.70576 3.58942 -0.573
O -5.73519 0.30947 -1.48078 0.249
H 0.15231 3.07046 -0.53010 0.141
C -0.94922 2.17953 -5.99920 -0.094
C 1.98216 0.19204 -0.34672 -0.006
O -6.73544 2.51118 -1.80176 0.240
O -0.54346 0.34443 -2.14670 0.117
N 2.01914 -2.32080 1.97843 0.058
H 2.44115 3.37294 -1.36173 0.143
H 3.30136 -1.53372 3.41833 0.110
C 0.31434 0.17080 3.51988 -0.095
H 0.69522 -1.85241 4.14217 0.119
O -8.33085 3.56284 -2.97519 0.182
C 1.62798 1.51259 -0.64417 -0.092
C -8.84142 1.53845 -1.71765 -0.377
C 2.64503 2.33451 -1.12539 0.063
O -3.92034 -0.67433 -0.62968 0.124
H 4.83433 3.62141 -1.41350 0.117
N 2.05683 -1.93475 0.60530 0.021
H -0.36377 2.53269 -6.85052 0.071
O -4.55455 0.94180 1.70861 0.101
O -1.91629 1.85132 -1.29198 0.169
Cl -5.43135 2.62790 6.64940 -0.093
H 6.90768 -6.93968 2.52421 0.051
H 1.03942 -2.52036 2.16036 0.126
H -1.36040 -0.18712 -2.15680 0.151
C 6.15943 -6.52796 1.85025 -0.273
C 3.28380 -1.76952 -0.02404 -0.339
H -0.27578 1.68244 -5.29390 0.059
C 3.92094 1.81359 -1.27338 -0.333
O -2.45330 2.86240 -4.22507 -0.068
H 2.95797 -4.76130 1.87121 0.030
H -0.05609 1.69524 0.59402 0.144
H -0.31287 -0.09671 2.66354 0.067
C -4.85019 0.08237 -0.53620 -0.405
C 4.25594 0.50654 -0.95605 -0.052
H 5.27761 0.10517 -1.05810 0.096
C 1.27268 -0.94720 3.93862 -0.220
Ca 6.69696 1.75840 0.28700 1.729
B -6.70962 1.30275 -0.96001 -0.844
H -1.65917 1.42986 -6.34798 0.080
H -0.96779 4.08059 -4.96623 0.103
O 4.17840 -2.53762 -0.19193 0.159
C 1.11645 -0.96053 0.17965 -0.316
H 2.61575 -0.27277 2.40645 0.103
H 5.78769 -7.31568 1.19528 0.056
C -0.82481 1.38740 -1.34492 -0.511
H 0.83440 1.10464 3.28088 0.070
O -0.06108 -1.04112 0.19587 0.216
H -0.38621 0.37078 4.33305 0.071
O -10.00257 1.37730 -1.93143 0.185
C -1.68116 3.32654 -5.32380 -0.320
O -8.07655 0.75667 -0.96310 0.242
C 0.22597 1.99063 -0.41969 0.005
S 4.80538 -5.88651 2.84254 0.811
C 2.38463 -1.22127 2.90960 -0.188
O -6.26350 1.62783 0.42583 0.255
C 3.84317 -5.24927 1.46981 -0.279
N 4.95143 2.67349 -1.76858 0.083
H 6.59983 -5.72215 1.26218 0.052
H 5.81372 2.27818 -1.43074 -0.064
```

Record 2
2 unconnected molecules or ions with the total composition C3H6ClNO3S in a non-equilibrium geometry. Source: OMol25; level of theory: ωB97M-V with the def2-TZVPD basis set.

2S+1: 1
LUMO (alpha / beta) in eV: -2.099 / -2.022
Charge: 0
Highest occupied orbital energy (alpha / beta) in eV: -9.5857 / -9.5588
Frontier orbital gap (alpha / beta) in eV: 7.49 / 7.54
Calculated total energy in Eh: -1256.6300

XYZ file:
```
15
Properties=species:S:1:pos:R:3:lowdin_charge:R:1
C 1.81465 -0.97343 -0.79371 -0.055
H 1.75872 -2.14038 -0.90337 0.126
O -1.73530 2.07758 0.56752 -0.373
H -2.05613 -1.31819 0.06698 0.071
H 0.59278 1.37780 1.49729 0.093
H -2.27150 -0.51412 1.50572 0.071
H 1.36538 -0.61232 -1.64151 0.046
C 0.91721 -0.45836 0.34840 -0.521
O -2.57922 1.10649 -1.59848 -0.342
S -1.80938 1.02036 -0.41658 0.724
O -0.02828 -1.14514 0.82661 -0.032
N -2.45359 -0.41895 0.47889 -0.102
H 2.85056 -0.76798 -0.59269 0.053
C 1.20568 0.91286 0.67682 -0.491
Cl 2.42842 1.85378 -0.02190 0.731
```

Record 3
C29H31FN4O2S in the gas phase. Source: OMol25; level of theory: ωB97M-V with the def2-TZVPD basis set.

2S+1: 1
LUMO in eV: 0.555
Charge: 0
SMILES: Cc1ccc(C)c(N2CCN(C(=O)c3ccc4c(c3)NC(=O)[C@H](CSCc3cccc(F)c3)N4)CC2)c1
Highest occupied orbital energy in eV: -7.9573
Frontier orbital gap in eV: 8.51
Calculated total energy in Eh: -1991.3039

XYZ file:
```
68
Properties=species:S:1:pos:R:3:lowdin_charge:R:1
C 1.86690 -0.84921 -1.04958 -0.056
N 2.59926 1.82376 0.30169 -0.048
O -4.22164 -2.06129 -1.49525 0.088
H -3.05481 -4.82209 -1.00173 0.091
C -0.03694 -3.11575 2.43314 -0.261
C -1.03479 3.23136 -1.22413 -0.036
C 0.27890 -4.87518 0.84348 -0.318
H 2.93172 -2.77507 0.91667 0.111
H -0.72456 0.31391 0.78440 0.137
C 1.90476 0.79965 0.85319 -0.412
S -0.82736 -5.55947 -1.57899 0.883
H 1.16810 6.35796 1.46693 0.108
C 1.18920 -1.74292 -1.85607 -0.006
C -0.87931 -1.11522 -0.79902 -0.154
H -2.07345 2.90721 -1.20847 0.080
H -1.08310 -6.52753 0.60534 0.082
C -0.74727 8.21150 1.74415 -0.053
H -2.74542 -3.55178 -3.02828 0.155
H 3.43180 2.15310 -1.58425 0.126
C -3.01220 -2.09239 -1.47035 -0.441
C 1.18458 -0.10396 -0.09466 -0.181
H 2.93761 4.40278 -1.15434 0.126
H 2.93658 -0.74156 -1.14838 0.124
C -0.90208 4.54845 -0.51600 -0.205
N -2.27231 -1.20976 -0.75950 0.175
C 2.47192 2.27196 -1.06624 -0.115
H -0.73128 3.30271 -2.26948 0.085
N 1.36012 4.02707 0.17753 -0.112
H -0.42230 2.47671 -0.73726 0.057
C -0.80201 6.95139 0.93364 -0.282
C -1.93298 6.61505 0.20565 -0.053
H -2.87434 5.15898 -1.03582 0.111
H 1.39841 3.97098 -1.90934 0.117
C 2.28105 4.04176 1.29185 -0.138
H 2.11906 -4.79436 -0.23814 0.115
H 1.72149 -2.33313 -2.58665 0.118
C 0.26479 4.90258 0.17967 -0.184
H -0.96641 7.99201 2.78968 0.084
C 2.04802 3.75714 -1.06348 -0.128
C -2.09146 -4.32484 -1.11246 -0.391
H -2.78867 7.27407 0.20140 0.107
H -2.77538 -0.52491 -0.20943 0.166
H 2.90783 4.94957 1.31926 0.118
O 1.89996 0.59101 2.05409 0.065
C -0.24519 -6.05278 0.09533 -0.409
H 1.72655 1.66062 -1.57506 0.111
H -1.45860 -4.67399 2.11051 0.129
N -0.91659 -2.69389 -2.59040 0.057
C -0.19192 -0.25495 0.03685 0.037
F -0.82274 -2.52539 3.35730 0.062
C 3.20371 2.80879 1.17061 -0.105
C 1.51573 -4.32468 0.52439 -0.054
C -0.18974 -1.88851 -1.74574 -0.200
H 1.69514 3.99123 2.21166 0.132
H 3.35923 2.34742 2.14589 0.121
H 0.24263 8.66094 1.69738 0.077
C 1.96678 -3.18687 1.16698 -0.068
C 1.18826 -2.55788 2.12451 -0.002
C -1.97497 5.42527 -0.49819 -0.045
C 0.28392 6.08879 0.90882 0.018
H 1.50703 -1.64626 2.60456 0.105
H 4.17228 3.08866 0.74583 0.125
H -0.37552 -3.36397 -3.11985 0.111
C -2.19514 -3.19264 -2.15262 -0.279
C -0.50248 -4.26419 1.81822 0.008
H -1.77290 -3.91026 -0.15512 0.064
H -1.47912 8.93289 1.38896 0.074
H 0.53075 -6.78971 -0.10561 0.078
```

Record 4
7 unconnected molecules or ions with the total composition C43H84Br2F3N5O7 in a non-equilibrium geometry. Source: OMol25; level of theory: ωB97M-V with the def2-TZVPD basis set.

2S+1: 1
LUMO in eV: -0.420
Charge: 0
SMILES: [H]/N=C(/N)NCCCCc1cc(CC[C@](F)(Br)C(F)(F)Br)c2ncc(CCCCCCCOC)nc2c1.CC(C)O.CC(C)O.CC(C)O.CC(C)O.CC(C)O.CC(C)O
Highest occupied orbital energy in eV: -8.5503
Frontier orbital gap in eV: 8.13
Calculated total energy in Eh: -7936.7444

XYZ file:
```
144
Properties=species:S:1:pos:R:3:lowdin_charge:R:1
C 7.00465 0.59154 1.41066 -0.061
C 0.87063 7.32789 2.52119 -0.068
H 6.67534 -1.53264 1.37544 0.140
C 4.68800 2.60490 -5.47069 -0.856
C 3.11109 -2.45425 6.85025 -0.491
N 2.55627 2.23311 -0.16045 0.111
H 8.08995 0.54254 1.30034 0.081
H -1.04876 -2.23728 -3.70065 0.072
H 1.87677 -1.69271 1.96682 0.110
H 0.86862 -1.54996 4.54791 0.078
O 4.37862 9.71195 -7.31385 -0.057
H -1.35720 -2.70097 4.82346 0.103
H 6.00784 8.65583 -9.13118 0.081
C 2.58288 8.98203 -8.74204 -0.065
C 2.76071 3.90587 -4.18361 -0.190
H 1.92927 9.76277 -8.34716 0.079
C -0.16031 6.21083 2.57507 -0.496
C -5.59221 -4.06815 1.48795 -0.092
C -2.56855 3.65191 -2.76422 -0.164
H -6.71290 -6.85306 3.71020 0.076
C 1.13403 0.20053 2.85458 -0.136
H 2.21841 3.10363 -4.74609 0.109
C 1.32880 2.54985 -0.73613 -0.162
H -3.83640 -9.72154 2.30457 0.079
O -1.46480 6.75803 2.38750 -0.055
H -3.85861 2.70145 -4.32343 0.113
H -6.16031 -6.22003 -2.65193 0.079
H 2.38106 4.93789 -4.41769 0.096
H 6.80411 -0.11580 4.08955 0.080
H -3.67594 -1.98012 -1.19083 0.048
H 6.56099 0.76310 0.42753 0.081
H 2.08442 0.33220 3.43245 0.109
C 0.90521 -1.30101 2.36652 -0.169
C 2.78343 3.68417 -2.62451 -0.156
C -4.08619 -2.35304 1.85664 -0.229
H 3.54227 -2.90531 5.95353 0.140
C 6.45618 -0.68526 2.02845 -0.493
H 3.38943 1.16868 1.49346 0.099
H 1.09474 4.70836 1.63895 0.080
H -1.27001 1.07054 -3.52010 0.104
C -1.21524 2.56910 -0.84219 0.018
H -2.30607 -1.04683 1.88664 0.100
F 4.25477 2.67858 -6.77385 -0.011
H -3.84973 -7.15953 -2.33715 0.136
C 4.96616 8.33550 -9.20019 -0.062
C 3.96047 -1.27006 7.28561 -0.063
H 2.54095 -3.07866 8.84469 0.081
H -3.79672 -7.10895 3.62408 0.091
O 5.03546 -0.59131 2.13360 -0.077
H 3.29827 4.49989 -2.05637 0.132
H 4.25973 8.90734 -6.79566 0.072
H 0.05161 5.59617 0.50752 0.084
C -2.77849 2.70764 -4.02032 -0.195
C -2.91782 -1.95023 -2.92926 -0.464
H 3.40008 2.75558 -2.43900 0.082
H 2.41259 8.08747 -8.13478 0.077
N -1.99501 -2.57831 -3.87640 0.069
H -4.91015 -4.99529 -2.95070 0.074
H 4.17733 10.33495 -9.24207 0.138
C 0.12278 3.71585 -2.70191 0.026
H -4.71953 -0.96568 -3.02261 0.104
H 3.52049 -0.77503 8.15670 0.082
H -1.50992 -1.17151 3.86970 0.104
H -4.11119 1.05786 -2.32813 0.121
H 3.99961 -3.87863 8.22459 0.080
Br 4.07222 0.92687 -4.66757 0.839
H 4.87514 7.42006 -8.60823 0.058
H 2.28698 8.76584 -9.77097 0.080
H -7.03569 -8.58037 3.95871 0.081
H -4.14728 -8.06558 -0.03949 0.083
O -4.24163 -7.13569 2.76879 -0.069
F 6.07874 2.53444 -5.51630 -0.007
H 1.88013 6.94201 2.67981 0.079
C 2.43737 1.49281 0.98227 -0.029
H -0.14523 5.74488 3.56301 0.139
H -2.51830 4.70969 -3.15000 0.111
C -4.30929 -6.54019 -1.56278 -0.485
H -3.40958 3.60723 -2.01760 0.111
C -4.56908 -9.49984 3.08350 -0.056
H -5.33984 -6.82893 0.31997 0.053
H 2.39232 -4.33752 7.62914 0.080
H 0.14509 -1.36656 1.54664 0.098
H 4.82895 0.15408 2.70984 0.066
Br 4.66199 5.45683 -5.88166 0.774
C 0.46409 -2.13239 3.66825 -0.213
C -1.70899 -3.10356 2.65929 -0.176
H -0.85248 -3.53587 2.08058 0.107
H -5.80144 -4.97410 -1.43847 0.061
H -2.52097 0.66477 -4.74760 0.113
H -2.27166 -2.37784 0.63023 0.084
H 4.01382 -0.52355 6.48990 0.073
C -5.36060 -5.63587 -2.18934 -0.055
O 1.80252 -2.00093 6.50536 -0.074
H -2.65006 0.15553 -1.77570 0.102
H 1.41040 -1.60053 7.29075 0.094
H -4.02769 -9.48675 4.03446 0.082
C -1.19319 3.31685 -2.09524 -0.200
H 0.66045 8.08088 3.28399 0.078
N -2.98061 -2.48824 -1.75580 0.152
C 1.11031 1.08272 1.54117 -0.211
C -4.91458 -7.43054 -0.48768 -0.066
C -6.25027 -7.82339 3.90518 -0.057
H 6.64130 -1.84715 3.84157 0.077
H 0.10856 4.29780 -3.65284 0.110
N -3.74823 -0.81469 -3.29088 -0.028
O -3.27727 -5.74460 -0.99342 -0.057
H -4.27302 -2.73782 2.90481 0.118
H -5.76590 -7.75344 4.88404 0.082
C -2.51506 -2.13306 1.69632 -0.169
C 0.04810 2.14803 -0.11609 -0.192
H 8.13834 -1.02812 3.35485 0.081
C 7.05163 -0.93358 3.40555 -0.064
H -2.13290 3.09592 -4.85364 0.107
H -4.65041 -1.38665 1.70895 0.124
F 5.18436 4.02813 -3.61027 -0.041
H -5.73027 -8.17833 1.85047 0.111
C -5.23567 -8.15835 2.82239 -0.507
C 4.03849 9.41651 -8.66751 -0.498
H -2.00543 -3.58127 -3.66427 0.071
H -5.15829 -4.79454 2.22216 0.085
H 0.97713 -3.12793 3.61306 0.112
H 4.74161 8.09986 -10.24274 0.081
C -2.35250 1.20905 -3.77180 -0.189
O -4.47028 -3.35443 0.88446 -0.252
H -6.18073 -4.54467 0.66298 0.078
H -1.48938 7.17244 1.51734 0.085
N -0.12783 1.40019 1.04748 0.163
C -3.23379 0.45829 -2.69118 -0.205
H 0.23042 0.49073 3.45689 0.113
H 0.84041 7.83846 1.55373 0.080
H 4.97550 -1.58364 7.53909 0.080
C 1.36331 3.33325 -2.03295 -0.095
C 3.01290 -3.49864 7.95116 -0.063
H -6.24115 -3.28118 1.97746 0.096
H -3.67037 -5.18929 -0.30596 0.056
H 6.75554 1.46054 2.02772 0.082
C 0.10738 5.15924 1.50992 -0.067
H -2.21092 2.27479 -0.41529 0.113
H -5.30392 -10.30733 3.11211 0.082
H -0.64514 4.36965 1.55252 0.072
C -1.09832 -2.21918 3.84084 -0.197
H -2.33499 -3.94735 3.05861 0.106
H -5.70127 -8.06909 -0.89906 0.085
C 4.28404 3.90984 -4.67595 -0.729
```